No. 1
15
Properties=species:S:1:pos:R:3 method="wB97M-V/def2-TZVPD" gap_ha="0.3109 / 0.1876" e_above_lowest_kcal_mol=86.9 max_force_ev_per_a=2.4 e_tot_ev=-31179.012 e_homo_ev="-5.624 / -3.323" total_charge=-1 lumo_ev="2.836 / 1.783"
C 0.871 0.711 1.120
C 2.006 -0.694 -0.566
C 0.585 -0.155 -0.081
O -3.212 1.294 0.352
O -3.404 0.470 -2.059
O -0.240 -1.160 0.311
P -3.001 0.275 -0.677
Cl -3.556 -1.716 -0.008
H 1.394 0.114 1.876
H 1.408 1.685 1.067
H -0.049 0.962 1.587
H 2.012 -1.331 -1.560
H 2.519 -1.172 0.297
H 2.622 0.166 -0.832
H 0.046 0.551 -0.827

No. 2
103
Properties=species:S:1:pos:R:3 method="wB97M-V/def2-TZVPD" gap_ha="0.2552 / 0.2559" e_above_lowest_kcal_mol=13.4 max_force_ev_per_a=1.7 e_tot_ev=-233217.373 e_homo_ev="-10.125 / -10.086" total_charge=+1 spin_multiplicity=2 lumo_ev="-3.180 / -3.121"
Cr -1.045 0.436 0.564
C -4.628 3.896 1.735
C -3.450 3.166 1.141
N -2.907 2.143 1.685
N -3.434 1.716 2.882
C -3.314 0.443 3.015
S -2.723 -0.674 1.762
S -3.706 -0.195 4.624
C -5.030 -1.389 4.171
C -6.298 -0.715 3.708
C -7.275 -0.338 4.627
C -8.410 0.347 4.214
C -8.579 0.671 2.871
C -7.614 0.291 1.947
C -6.481 -0.401 2.363
C -2.888 3.609 -0.162
C -3.177 4.901 -0.626
C -2.708 5.371 -1.835
C -1.944 4.530 -2.639
C -1.671 3.239 -2.232
C -2.131 2.754 -1.003
O -1.881 1.478 -0.690
H -4.880 3.475 2.702
H -5.498 3.817 1.077
H -4.404 4.958 1.853
H -5.189 -1.953 5.089
H -4.624 -2.059 3.417
H -7.142 -0.582 5.677
H -9.165 0.629 4.940
H -9.463 1.211 2.548
H -7.745 0.529 0.896
H -5.734 -0.705 1.634
H -3.769 5.561 -0.003
H -2.940 6.381 -2.157
H -1.576 4.882 -3.596
H -1.103 2.557 -2.855
C 7.843 -5.876 -7.605
O 8.055 -4.621 -6.962
C 7.038 -4.142 -6.228
C 5.841 -4.822 -6.039
C 4.850 -4.244 -5.257
C 5.030 -3.005 -4.663
C 6.242 -2.334 -4.864
C 7.233 -2.893 -5.636
C 3.992 -2.378 -3.831
N 4.103 -1.229 -3.201
C 2.902 -1.056 -2.558
C 2.050 -2.099 -2.795
N 2.761 -2.943 -3.616
C 0.729 -2.184 -2.253
C -0.211 -3.201 -2.486
C -1.434 -3.132 -1.884
C -1.718 -2.064 -1.027
N -0.849 -1.105 -0.791
C 0.350 -1.139 -1.411
C 1.230 -0.014 -1.163
N 0.734 0.973 -0.372
C 1.434 2.082 -0.252
C 2.704 2.242 -0.822
C 3.247 1.219 -1.543
C 2.489 0.057 -1.750
H 8.739 -6.080 -8.178
H 6.985 -5.831 -8.279
H 7.692 -6.671 -6.872
H 5.673 -5.790 -6.489
H 3.925 -4.800 -5.123
H 6.386 -1.364 -4.402
H 8.175 -2.383 -5.802
H 2.442 -3.811 -4.008
H 0.027 -4.032 -3.144
H -2.186 -3.890 -2.055
H -2.670 -1.984 -0.522
H 0.980 2.880 0.312
H 3.239 3.171 -0.672
H 4.237 1.290 -1.984
C -0.829 2.045 4.507
As -0.351 2.046 2.622
C -0.429 3.965 2.318
C 1.567 1.659 2.825
C 2.535 2.591 3.188
C 3.883 2.247 3.185
C 4.273 0.967 2.818
C 3.311 0.018 2.490
C 1.962 0.357 2.507
As 0.548 -0.894 2.022
C 1.532 -2.439 1.395
C -0.054 -1.546 3.731
H -0.212 2.794 4.992
H -0.648 1.078 4.963
H -1.880 2.304 4.605
H 0.521 4.438 2.536
H -1.188 4.357 2.983
H -0.720 4.177 1.292
H 2.249 3.595 3.472
H 4.628 2.982 3.466
H 5.325 0.703 2.789
H 3.624 -0.982 2.221
H 2.142 -2.821 2.203
H 2.158 -2.192 0.543
H 0.813 -3.196 1.101
H 0.806 -1.724 4.364
H -0.602 -2.466 3.562
H -0.734 -0.838 4.186

No. 3
12
Properties=species:S:1:pos:R:3 method="wB97M-V/def2-TZVPD" gap_ha=0.3399 e_above_lowest_kcal_mol=119.1 max_force_ev_per_a=4.7 e_tot_ev=-12188.324 e_homo_ev=-8.612 smiles="N/N=c1/oncn1O" total_charge=0 lumo_ev=0.636
N -0.760 0.044 -1.748
N 0.240 0.940 -1.217
C 0.338 0.743 0.055
O 0.982 1.645 0.795
N 1.173 0.981 2.001
C 0.661 -0.199 1.966
N -0.134 -0.330 0.756
O -0.322 -1.644 0.123
H -1.850 0.319 -1.588
H -0.681 -0.175 -2.908
H 0.763 -1.014 2.658
H -0.410 -1.308 -0.892

No. 4
75
Properties=species:S:1:pos:R:3 method="wB97M-V/def2-TZVPD" gap_ha=0.1944 max_force_ev_per_a=2.1 e_tot_ev=-51215.782 e_homo_ev=-3.767 total_charge=-1 lumo_ev=1.524
C 1.270 1.382 0.568
C 1.226 2.053 -0.831
C 0.643 1.160 -1.932
C 0.742 1.962 -3.253
B -0.944 0.768 -1.712
O -1.196 -0.683 -1.915
C -2.276 -1.097 -1.121
C -1.945 -2.370 -0.272
C -2.270 -2.285 1.192
N -3.476 -2.160 1.593
C -2.734 0.221 -0.379
C -3.900 0.845 -1.174
C -5.230 0.878 -0.353
C -5.456 2.268 0.207
C -5.337 2.515 1.548
C -5.528 3.794 2.022
C -5.834 4.781 1.142
C -5.972 4.550 -0.199
C -5.778 3.277 -0.663
O -1.557 0.995 -0.381
H 2.314 1.250 0.879
H 0.740 0.433 0.590
H 0.855 2.078 1.302
H 0.767 3.043 -0.789
H 2.277 2.245 -1.103
H 1.216 0.224 -1.997
H 0.310 2.948 -3.076
H 1.807 2.139 -3.466
H 0.241 1.444 -4.070
H -1.569 1.530 -2.476
H -2.986 -1.459 -1.879
H -2.452 -3.238 -0.698
H -0.870 -2.541 -0.372
H -1.446 -2.316 1.915
H -3.489 -2.093 2.612
H -2.970 0.170 0.685
H -4.118 0.334 -2.112
H -3.644 1.869 -1.443
H -5.220 0.133 0.447
H -6.076 0.648 -1.007
H -5.072 1.673 2.177
H -5.439 3.974 3.085
H -5.972 5.790 1.522
H -6.206 5.338 -0.903
H -5.878 3.020 -1.711
C -5.054 -4.779 3.196
C -5.353 -5.855 2.182
O -5.888 -6.906 2.996
C -6.381 -6.345 4.129
O -7.039 -6.922 4.933
O -6.023 -5.042 4.219
H -5.174 -3.778 2.792
H -4.054 -4.874 3.624
H -6.109 -5.549 1.457
H -4.468 -6.192 1.648
C 5.786 0.472 -0.731
C 6.584 1.643 -0.213
O 6.166 2.710 -1.067
C 4.935 2.386 -1.559
O 4.232 3.123 -2.164
O 4.621 1.099 -1.258
H 5.523 -0.241 0.047
H 6.299 -0.059 -1.538
H 6.330 1.897 0.819
H 7.656 1.485 -0.282
C 11.444 -1.451 -0.612
C 10.034 -1.522 -1.151
O 9.319 -0.649 -0.273
C 10.219 0.228 0.257
O 9.931 1.187 0.892
O 11.488 -0.145 -0.039
H 12.200 -1.559 -1.386
H 11.629 -2.187 0.173
H 9.954 -1.140 -2.171
H 9.619 -2.527 -1.116